(1)
{
  "formula": "C26H28N2NbO6S",
  "method": "wB97M-V/def2-TZVPD",
  "elements": ["C", "C", "H", "O", "C", "H", "H", "H", "C", "C", "H", "C", "C", "H", "N", "C", "H", "H", "O", "C", "H", "C", "S", "H", "O", "C", "C", "O", "H", "H", "C", "H", "C", "C", "H", "C", "C", "C", "H", "N", "H", "C", "Nb", "H", "O", "H", "C", "H", "H", "C", "C", "H", "O", "H", "C", "C", "H", "H", "H", "H", "H", "C", "C", "H"],
  "positions_angstrom": [[3.929, 4.812, 3.029], [2.815, 5.497, 3.532], [-1.891, -4.971, -3.503], [7.524, 4.843, 3.198], [-2.356, -3.175, -4.880], [-3.730, -1.938, 0.920], [0.605, 1.975, -1.837], [2.125, 7.095, 4.805], [0.247, -2.207, -0.461], [-1.069, -1.598, -1.297], [-0.644, -3.443, -3.400], [5.213, 5.199, 3.409], [-1.760, -3.808, -3.465], [0.242, -3.325, -0.047], [-0.290, -6.000, -0.236], [-2.451, -4.418, -0.257], [2.436, -1.656, 0.287], [-5.921, -0.776, -1.963], [-9.134, -2.534, -0.794], [4.917, 3.005, 1.531], [-6.939, -0.319, -0.336], [2.991, 6.560, 4.420], [-8.212, -1.898, -1.866], [-6.213, -2.417, 0.842], [-7.717, -3.212, -2.892], [-4.192, -1.718, -0.148], [4.745, 1.949, 0.626], [-8.898, -0.785, -2.719], [-1.662, 0.516, -2.362], [-3.413, -1.457, -2.955], [-5.758, -2.280, -0.247], [-5.817, -3.343, -0.752], [4.275, 6.935, 4.816], [-0.795, -0.023, -1.752], [8.322, 3.141, 1.546], [0.545, 0.847, -1.452], [6.202, 3.425, 1.875], [3.733, 3.680, 2.101], [-2.934, -3.918, -5.577], [1.693, 0.227, -0.732], [-1.836, -6.263, -1.747], [5.386, 6.257, 4.312], [-2.956, -2.794, -1.773], [-4.233, -0.565, -0.403], [-2.173, -1.915, -5.286], [-3.478, -4.930, 0.065], [7.143, 1.769, 0.378], [1.809, 5.210, 3.231], [-1.997, -3.902, 0.713], [5.858, 1.333, 0.053], [-1.498, -5.628, -0.820], [-4.430, -3.705, -2.397], [2.604, 3.310, 1.802], [4.412, 7.758, 5.513], [7.316, 2.809, 1.293], [6.395, 4.512, 2.854], [6.386, 6.558, 4.621], [8.010, 1.297, -0.078], [3.745, 1.608, 0.364], [-0.127, -5.380, 0.589], [5.723, 0.517, -0.653], [1.499, -1.182, -0.286], [-6.652, -1.170, -1.122], [-7.672, -3.988, -2.229]],
  "atomic_forces_ev_per_a": [[-0.234, 0.565, 0.426], [0.030, 0.278, 0.230], [0.422, 2.192, -0.058], [-0.616, -0.121, -0.140], [1.690, 4.243, -0.430], [-1.069, 0.701, -2.104], [0.099, -2.855, 1.080], [0.147, -0.120, -0.082], [-0.343, 4.433, -1.853], [5.482, 3.608, 0.941], [-2.120, -0.920, -0.087], [-0.279, 0.475, 0.400], [-0.008, 0.636, -2.901], [0.249, 2.849, -1.036], [-4.803, 1.800, -2.229], [0.214, -2.290, 0.868], [-2.166, 1.388, -1.407], [-1.932, -0.773, 1.400], [3.658, 1.848, -3.339], [0.301, -0.453, -0.387], [0.180, -1.824, -2.185], [0.071, -0.327, -0.255], [-4.571, 1.247, -0.197], [0.741, 0.465, -2.335], [-0.517, 1.004, 3.077], [-1.156, 0.405, 0.108], [0.115, -0.109, -0.110], [3.026, -4.390, 2.721], [2.061, -1.340, 1.425], [-0.359, -0.095, 0.390], [-0.458, -0.199, 0.492], [0.141, 2.202, 0.902], [0.235, -0.246, -0.194], [1.879, -0.795, 1.169], [-0.324, 0.031, 0.065], [-1.229, -4.239, 0.853], [0.237, -0.341, -0.347], [-1.448, -0.637, -0.513], [0.734, 1.301, 1.201], [-4.645, -2.573, -0.954], [0.615, 1.388, 1.930], [-0.278, 0.178, 0.117], [0.788, -0.096, 1.200], [0.256, -2.160, 0.927], [-0.926, -7.172, 2.114], [1.952, 1.001, -0.620], [-0.094, 0.283, 0.267], [0.332, -0.087, -0.025], [-0.743, -1.277, -1.921], [-0.161, 0.223, 0.196], [2.847, -0.282, 2.801], [0.222, 0.241, -0.536], [0.777, 0.349, 0.266], [-0.005, -0.154, -0.129], [0.011, -0.242, -0.212], [1.363, 0.265, 0.285], [-0.178, -0.206, -0.198], [-0.141, 0.093, 0.100], [0.077, 0.120, 0.078], [-0.347, -0.447, -0.695], [-0.041, 0.164, 0.137], [-1.699, -0.385, -0.716], [2.048, -0.401, 1.408], [-0.106, 1.583, -1.379]],
  "homo_ev": -5.68,
  "e_tot_ha": -2023.10463,
  "lumo_energy_ha": 0.01426,
  "charge": -1,
  "orbital_gap_ev": 6.06
}

(2)
{
  "formula": "C26H28N2O4",
  "method": "wB97M-V/def2-TZVPD",
  "elements": ["C", "H", "C", "H", "C", "H", "H", "C", "H", "C", "H", "C", "C", "H", "C", "H", "C", "C", "C", "H", "H", "C", "C", "H", "H", "H", "O", "C", "H", "N", "C", "C", "H", "H", "O", "H", "C", "H", "O", "C", "C", "N", "H", "O", "H", "C", "C", "H", "H", "H", "C", "C", "C", "H", "H", "H", "C", "H", "C", "H"],
  "positions_angstrom": [[-0.528, 2.639, 4.321], [-2.673, -0.743, 5.649], [1.495, -4.670, -3.002], [1.297, 1.530, 4.165], [-2.089, 1.311, 5.826], [-1.002, 3.084, 6.339], [-1.608, -3.905, -4.127], [0.045, -0.167, -3.030], [-2.315, 1.188, 6.888], [0.021, 3.464, 1.705], [1.364, -2.249, -2.731], [-0.443, -1.538, -3.363], [-0.902, 0.780, -2.652], [0.312, -7.715, -3.842], [1.752, 1.513, -2.816], [4.156, -5.209, -2.987], [-0.539, 2.075, -2.335], [0.324, -6.644, -3.706], [1.460, -6.041, -3.185], [-0.945, -0.474, 5.441], [-2.066, -1.110, 3.311], [-0.755, -4.509, -3.867], [-2.132, -0.091, 3.687], [2.139, -0.471, -3.455], [3.505, -5.408, -1.334], [-2.267, 3.873, 4.146], [2.567, -3.969, -2.497], [-1.121, 3.919, 2.356], [-1.380, 0.509, 3.184], [0.478, -2.516, -3.137], [0.797, 2.449, -2.415], [0.371, -3.892, -3.346], [-2.937, 1.820, 5.365], [1.228, 3.467, 0.055], [-1.567, -1.733, -3.780], [-1.658, -6.353, -4.451], [1.381, 0.220, -3.117], [-3.112, 0.304, 3.430], [1.282, 3.693, -2.117], [0.361, 4.723, -1.836], [-0.358, 4.583, -0.484], [0.349, 3.839, 0.396], [0.015, 1.654, 6.132], [-1.424, 5.120, -0.284], [-1.793, 4.589, 1.847], [-0.839, 2.196, 5.721], [3.718, -4.688, -2.130], [-1.938, 0.479, -2.606], [2.780, 1.829, -2.890], [0.955, 5.642, -1.809], [-1.933, -0.076, 5.198], [-0.776, -5.883, -4.046], [0.890, 2.604, 2.371], [-1.299, 2.775, -2.026], [2.310, -6.653, -2.926], [-0.392, 4.824, -2.626], [0.615, 2.201, 3.663], [4.425, -3.944, -1.763], [-1.381, 3.508, 3.649], [1.782, 2.251, 1.872]],
  "atomic_forces_ev_per_a": [[0.159, 0.093, 0.064], [0.080, -0.048, 0.035], [-0.058, 0.077, -0.016], [0.059, -0.065, 0.063], [0.275, -0.190, 0.150], [0.094, -0.027, 0.045], [-0.009, 0.029, 0.005], [-0.105, 0.316, 0.000], [-0.075, 0.064, -0.006], [-0.151, -0.065, 0.302], [-0.206, 0.074, -0.019], [0.070, 0.013, 0.026], [0.128, -0.279, -0.090], [-0.001, -0.089, -0.011], [-0.005, 0.281, 0.112], [-0.037, 0.014, 0.037], [0.104, 0.304, 0.046], [-0.134, -0.046, -0.059], [0.208, 0.121, 0.099], [0.030, -0.072, 0.091], [-0.016, -0.076, -0.113], [-0.051, 0.113, -0.004], [0.102, -0.112, 0.118], [0.068, -0.064, -0.031], [-0.004, 0.024, -0.048], [-0.122, 0.048, 0.053], [-0.574, 0.077, -0.218], [-0.121, 0.116, -0.126], [-0.005, 0.006, -0.134], [0.510, 0.027, 0.158], [0.059, -0.326, -0.135], [0.017, -0.233, -0.047], [-0.101, 0.056, 0.044], [-0.226, 0.109, -0.048], [-0.110, -0.036, 0.009], [-0.082, -0.034, -0.037], [-0.183, 0.009, 0.056], [-0.110, 0.048, -0.075], [0.187, -0.147, -0.005], [-0.286, 0.299, -0.018], [0.357, -0.108, -0.377], [0.475, -0.161, -0.039], [0.022, 0.040, 0.052], [-0.181, 0.132, -0.014], [-0.014, 0.031, -0.023], [-0.302, 0.002, 0.037], [0.256, -0.109, 0.090], [-0.087, -0.022, -0.005], [0.112, 0.034, -0.025], [-0.132, -0.109, -0.007], [-0.199, 0.153, -0.088], [0.121, -0.171, 0.025], [-0.063, 0.065, -0.111], [-0.091, 0.075, 0.022], [0.097, -0.005, 0.037], [0.041, -0.053, 0.161], [-0.084, 0.106, 0.011], [-0.012, -0.102, -0.016], [0.216, -0.167, 0.053], [0.089, -0.040, -0.057]],
  "homo_ev": -8.19,
  "smiles": "CCCCc1ccc(NC(=O)COc2ccc(C(=O)Nc3ccccc3OC)cc2)cc1",
  "e_tot_ha": -1418.07065,
  "lumo_energy_ha": 0.01715,
  "orbital_gap_ev": 8.65
}

(3)
{
  "formula": "C26H28N2S2ScSi",
  "method": "wB97M-V/def2-TZVPD",
  "elements": ["C", "C", "H", "C", "C", "H", "H", "H", "H", "H", "C", "C", "C", "H", "H", "C", "H", "N", "C", "H", "H", "C", "C", "H", "H", "C", "H", "H", "H", "C", "H", "C", "C", "C", "C", "C", "H", "H", "H", "C", "C", "N", "H", "H", "H", "C", "C", "C", "H", "H", "S", "Sc", "C", "C", "C", "H", "H", "S", "Si", "H"],
  "positions_angstrom": [[-0.614, -2.413, 3.085], [-2.937, -0.839, 0.690], [-2.710, 0.323, -1.916], [-3.104, 1.890, -3.352], [0.888, -2.889, 5.068], [-2.317, -0.550, -0.177], [-1.062, 2.324, 0.216], [-3.308, 3.304, -4.977], [-2.574, 1.918, 2.422], [-1.008, 2.330, 4.602], [-0.700, 2.332, 1.245], [-1.004, 0.774, -4.829], [1.973, -1.963, -4.212], [-3.927, 2.313, -2.770], [1.506, 2.885, 3.727], [-0.668, 2.319, 3.563], [0.746, -3.961, 5.072], [0.696, -0.704, 4.279], [3.427, 0.419, -4.007], [1.714, 0.682, 7.138], [-0.880, -4.567, 3.256], [3.216, -1.843, -4.840], [-2.757, 2.441, -4.592], [-0.374, -0.753, -1.298], [1.470, 2.891, 1.026], [-1.727, 1.859, -5.344], [2.512, 1.266, 5.648], [0.753, 1.559, 5.926], [3.603, -2.682, -5.426], [1.131, -0.261, 0.493], [1.775, 1.169, -2.848], [0.660, 2.612, 3.104], [-1.499, 2.114, 2.411], [1.293, -0.479, 5.438], [1.442, -0.889, -3.474], [-1.312, 0.254, -3.558], [-0.733, -2.443, -2.781], [1.385, -2.877, -4.304], [-0.199, 0.341, -5.428], [-1.198, -3.636, 2.806], [3.949, -0.655, -4.738], [-1.205, -1.362, 2.367], [1.134, -1.326, 0.223], [-3.237, 0.068, 1.246], [3.993, 1.350, -3.941], [-2.408, 0.785, -2.855], [-2.174, -1.766, 1.560], [1.581, 0.851, 6.061], [4.922, -0.574, -5.233], [-3.830, -1.369, 0.323], [1.716, -1.982, 6.293], [0.055, 0.389, 2.361], [0.364, -2.069, 4.087], [2.176, 0.307, -3.386], [0.635, 2.629, 1.678], [0.787, 0.346, -0.366], [-1.488, 2.258, -6.332], [-2.474, -3.494, 1.633], [-0.255, -1.025, -2.737], [2.176, 0.068, 0.678]],
  "atomic_forces_ev_per_a": [[-1.853, -0.848, -1.461], [-0.392, -0.111, -0.347], [0.046, 0.275, -0.138], [-0.045, -0.107, -0.041], [-0.355, 0.759, -0.861], [-0.201, -0.109, 0.415], [0.242, -0.170, 0.336], [0.242, -0.328, 0.121], [0.481, 0.088, 0.059], [0.151, -0.203, -0.483], [0.271, 0.535, 0.629], [-0.357, 0.336, 0.148], [0.128, 0.477, 0.099], [0.225, -0.098, -0.251], [-0.139, -0.211, -0.129], [0.052, 0.337, -0.474], [0.209, 0.137, 0.359], [-0.447, -0.432, 0.722], [-0.154, -0.159, -0.053], [0.076, 0.246, -0.297], [-0.318, -0.052, -0.209], [-0.024, 0.007, -0.047], [0.128, -0.323, 0.101], [-0.118, 0.049, -0.116], [-0.299, -0.297, 0.254], [-0.141, -0.025, 0.207], [-0.302, 0.018, 0.160], [0.290, -0.310, -0.117], [-0.078, 0.312, 0.215], [0.165, 0.807, 0.626], [0.070, -0.239, -0.096], [-0.985, 0.317, -0.381], [0.180, 0.936, 0.158], [-0.046, -1.385, -0.418], [0.436, -0.116, -0.052], [-0.556, 0.204, -0.392], [0.035, 0.154, -0.388], [0.270, 0.143, -0.011], [-0.164, 0.158, 0.271], [0.640, 0.997, 0.132], [-0.286, -0.153, 0.148], [-0.838, -1.303, -0.231], [0.049, 0.272, 0.029], [0.123, -0.491, -0.280], [-0.190, -0.253, 0.020], [0.242, 0.390, -0.557], [0.618, -0.607, 0.860], [0.290, -0.222, 0.108], [-0.397, 0.016, 0.209], [0.239, 0.446, 0.019], [-1.007, 0.776, -1.422], [1.435, -0.926, -0.494], [1.609, 0.200, 2.203], [0.434, -0.213, -0.293], [-0.727, 0.306, 0.021], [0.331, -0.376, 0.486], [-0.044, -0.133, 0.332], [1.138, 1.308, 0.675], [-0.209, -0.570, -0.007], [-0.171, -0.236, -0.074]],
  "homo_ev": -10.93,
  "e_tot_ha": -2963.48577,
  "lumo_energy_ha": -0.12206,
  "charge": 1,
  "orbital_gap_ev": 7.61
}

(4)
{
  "formula": "C26H29AsBCsN11S4",
  "method": "wB97M-V/def2-TZVPD",
  "elements": ["N", "H", "C", "H", "C", "Cs", "N", "C", "C", "C", "C", "S", "N", "H", "H", "H", "C", "H", "C", "H", "C", "H", "C", "N", "H", "H", "H", "H", "C", "H", "C", "N", "N", "N", "N", "C", "S", "C", "C", "H", "N", "H", "C", "N", "N", "C", "H", "H", "C", "H", "C", "H", "C", "H", "S", "C", "H", "H", "H", "H", "H", "B", "C", "S", "C", "C", "H", "As", "H", "H", "C", "H", "C"],
  "positions_angstrom": [[-1.394, 4.212, 0.028], [-3.788, 0.610, -4.137], [-0.538, -3.276, -1.603], [-0.689, 2.855, 3.572], [-3.671, 2.818, -1.044], [-1.926, -0.440, 0.987], [-2.727, 1.907, -1.226], [-3.777, 1.266, -3.276], [0.536, 2.685, -2.753], [-2.775, 1.164, -2.329], [-2.006, -3.537, -1.740], [-7.361, -0.513, 2.057], [-0.109, -2.208, -0.950], [2.716, -3.566, -1.739], [-2.969, 2.696, 2.595], [0.527, -4.958, -2.633], [1.664, -3.350, -1.634], [6.457, -2.254, -1.584], [0.616, -1.992, 3.183], [-0.280, 3.203, -2.243], [0.941, -0.620, 3.237], [1.150, 3.438, -3.253], [-4.712, 3.014, -1.948], [1.508, -0.224, 2.105], [-2.452, -3.838, -0.790], [-5.585, 2.318, -3.775], [0.610, 4.642, -0.093], [1.221, 1.273, 4.185], [1.359, 1.879, -1.799], [0.118, -2.583, 3.934], [-2.355, 3.650, 0.761], [-3.626, 3.573, 0.152], [1.118, 0.591, -1.607], [4.024, -2.712, 0.585], [1.240, -2.254, -0.973], [5.228, -3.022, 0.127], [-4.458, -2.713, 1.922], [0.682, 0.339, 4.356], [4.453, -1.426, -1.174], [0.998, -0.082, 5.312], [1.552, -1.317, 1.307], [-1.972, 0.440, -2.442], [-4.771, 2.212, -3.069], [3.560, -1.723, -0.208], [2.030, 0.169, -0.696], [-0.876, 3.238, 2.577], [6.591, -3.653, 1.664], [0.988, -3.352, 1.446], [5.553, -2.236, -0.998], [1.180, 3.764, 2.150], [1.035, -2.392, 1.934], [-2.534, -2.639, -2.063], [-2.155, 3.172, 2.051], [5.422, -4.874, 1.170], [-5.286, 0.209, 0.045], [0.153, 3.753, 1.804], [3.580, 1.043, 0.445], [6.795, -4.483, 0.120], [4.237, -0.667, -1.909], [-4.351, 3.279, 0.798], [2.848, 3.307, -0.918], [2.076, -1.262, -0.141], [6.056, -4.066, 0.806], [-4.167, 0.490, 3.430], [2.817, 1.192, -0.302], [0.553, -4.040, -2.069], [-5.456, 3.772, -1.744], [-5.209, -0.720, 2.004], [-0.385, 0.560, 4.439], [0.098, 2.036, -3.511], [-0.167, 4.230, 0.543], [-2.195, -4.325, -2.471], [2.429, 2.316, -0.988]],
  "atomic_forces_ev_per_a": [[0.080, -0.119, 0.081], [0.014, 0.006, 0.012], [-0.027, 0.017, -0.056], [0.031, -0.036, 0.007], [-0.057, -0.077, -0.029], [0.505, 0.074, -0.158], [0.130, 0.062, -0.241], [-0.006, 0.001, -0.011], [-0.016, 0.021, -0.003], [0.090, -0.040, -0.003], [0.004, 0.016, -0.003], [-0.105, 0.040, -0.059], [0.010, -0.036, 0.042], [-0.010, 0.008, 0.008], [0.071, 0.036, -0.070], [0.000, 0.007, 0.011], [-0.015, 0.012, -0.040], [-0.007, -0.003, 0.009], [0.039, -0.002, -0.063], [-0.007, -0.027, 0.043], [0.021, -0.038, 0.047], [0.000, -0.022, -0.003], [-0.014, 0.095, 0.032], [-0.064, -0.018, 0.046], [0.001, 0.002, 0.000], [-0.005, 0.014, 0.006], [-0.037, 0.006, 0.000], [-0.024, -0.060, -0.012], [-0.079, -0.010, 0.074], [0.018, -0.016, -0.010], [-0.142, 0.149, -0.143], [0.202, 0.012, 0.055], [0.139, -0.007, -0.094], [0.010, 0.027, -0.052], [0.041, -0.003, 0.058], [-0.014, -0.003, -0.005], [-0.011, 0.022, 0.010], [-0.010, 0.016, -0.073], [-0.042, -0.003, 0.048], [0.034, 0.006, 0.019], [-0.035, 0.034, -0.065], [0.028, -0.027, 0.002], [-0.011, -0.005, -0.003], [0.003, -0.050, -0.033], [-0.102, 0.067, 0.071], [-0.139, -0.021, 0.012], [0.007, 0.003, -0.003], [-0.008, 0.029, -0.019], [0.040, -0.003, 0.007], [-0.060, 0.000, -0.010], [-0.071, 0.102, 0.097], [-0.003, -0.003, -0.003], [0.034, -0.013, 0.186], [-0.003, 0.008, 0.007], [-0.269, 0.066, -0.033], [0.059, 0.048, -0.034], [-0.018, -0.002, -0.003], [-0.005, -0.006, -0.001], [-0.004, -0.005, 0.008], [-0.020, -0.148, -0.037], [-0.003, -0.010, 0.000], [0.009, 0.006, -0.002], [0.001, 0.000, -0.001], [-0.101, 0.056, 0.138], [-0.024, -0.069, 0.019], [0.000, 0.027, 0.008], [-0.010, -0.012, 0.001], [-0.063, -0.219, 0.273], [-0.006, 0.007, 0.004], [-0.010, -0.008, 0.004], [0.003, 0.015, -0.003], [0.008, -0.006, 0.004], [0.027, 0.009, -0.071]],
  "homo_ev": [-1.91, -1.88],
  "spin_multiplicity": 2,
  "e_tot_ha": -5484.30651,
  "lumo_energy_ha": [0.13883, 0.13883],
  "charge": -2,
  "orbital_gap_ev": [5.69, 5.66]
}